[1]
Formula: C3H3NO2
Source: OMol25
Level of theory: wB97M-V/def2-TZVPD

Relative energy (zero: lowest compared OMol25 entry of this formula, charge and spin): 4.249 eV
Lowest unoccupied orbital energy: -0.0140 Eh
Orbital gap: 9.909 eV
Maximum force: 0.9 eV/A

The geometry in XYZ format:
```
9
Properties=species:S:1:pos:R:3:forces:R:3:lowdin_charge:R:1
O -1.99641 -1.12589 -0.39291 0.2 0.5 0.1 0.051
C -1.78138 0.03932 -0.15191 -0.1 -0.5 -0.2 -0.281
C -0.53078 0.57326 0.42756 0.1 0.0 0.1 -0.032
C 0.60669 -0.08034 0.49687 0.3 -0.2 0.0 -0.054
N 1.68467 -0.65950 0.62208 -0.8 0.4 0.2 0.045
O 2.62841 -0.26653 -0.36600 0.2 0.1 -0.2 -0.049
H -2.54800 0.81149 -0.35179 0.0 -0.1 0.1 0.117
H -0.54677 1.58368 0.81487 0.0 0.0 0.1 0.109
H 2.48356 -0.87548 -1.09877 0.1 -0.2 -0.1 0.093
```
Forces are in eV/Å.


[2]
Formula: C5H9NO
Source: OMol25
Level of theory: wB97M-V/def2-TZVPD

Relative energy (zero: lowest compared OMol25 entry of this formula, charge and spin): 2.283 eV
Lowest unoccupied orbital energy: 0.0200 Eh
Orbital gap: 10.818 eV
Maximum force: 1.8 eV/A

The geometry in XYZ format:
```
16
Properties=species:S:1:pos:R:3:forces:R:3:lowdin_charge:R:1
C 0.73119 0.28636 1.30590 -0.9 0.5 -0.3 -0.023
C 0.33327 -0.21232 -0.22728 0.3 0.4 1.4 -0.417
C 0.34845 1.06021 -1.11955 0.2 -0.1 0.2 -0.039
C 1.43288 -1.16771 -0.14349 0.8 -1.2 -1.0 -0.237
N 2.28823 -1.86180 0.22173 -0.7 0.4 -0.9 0.144
C -1.10647 -0.81505 -0.34115 0.5 -0.3 0.3 -0.203
O -1.99785 0.19507 0.11059 -0.1 -0.1 0.1 -0.074
H -0.23917 0.56860 1.66542 -0.2 0.9 0.7 0.060
H 1.21153 -0.37480 2.06375 -0.6 -0.2 -1.2 0.092
H 1.44015 1.11577 1.19102 -0.5 0.0 0.0 0.087
H 1.35781 1.42659 -1.30380 0.0 0.0 0.1 0.084
H -0.21275 1.81118 -0.54969 0.3 -0.1 -0.1 0.085
H -0.17255 0.99582 -2.08925 0.2 -0.5 0.4 0.089
H -1.39716 -1.10486 -1.37360 0.7 0.2 0.3 0.131
H -1.16700 -1.71751 0.27082 -0.1 0.0 0.2 0.123
H -2.85056 -0.20555 0.31857 0.2 0.1 -0.1 0.099
```
Forces are in eV/Å.


[3]
Formula: C4H7N3O
Source: OMol25
Level of theory: wB97M-V/def2-TZVPD

Relative energy (zero: lowest compared OMol25 entry of this formula, charge and spin): 7.532 eV
Lowest unoccupied orbital energy: 0.0193 Eh
Orbital gap: 8.329 eV
Maximum force: 7.2 eV/A

The geometry in XYZ format:
```
15
Properties=species:S:1:pos:R:3:forces:R:3:lowdin_charge:R:1
C 2.63506 0.08676 -0.32275 -0.4 -0.6 -1.9 -0.124
N 1.56705 -0.72614 0.20884 7.0 -1.4 1.0 0.019
C 0.40972 -0.54739 0.14736 -6.9 1.9 0.7 -0.454
C -0.68949 -1.37714 0.46724 -3.3 -4.8 2.2 -0.070
C -1.79814 -0.92604 -0.21652 -2.3 1.0 0.1 -0.139
N -1.64596 0.40568 -0.50380 -1.5 0.9 -2.1 -0.076
N -0.24894 0.67849 -0.37425 -2.4 3.0 0.3 -0.081
O -0.29235 1.76672 0.56529 0.2 0.5 1.7 -0.083
H 2.20107 0.54516 -1.28168 0.7 0.5 1.5 0.078
H 2.99188 0.85952 0.50339 -0.1 -1.8 -2.2 0.119
H 3.28236 -0.76363 -0.86040 -0.1 2.3 2.0 0.107
H -0.86557 -2.26196 1.34240 1.2 2.2 -3.2 0.164
H -2.83697 -1.27337 -0.65751 2.3 -0.1 1.9 0.152
H -2.49358 1.19036 -0.66682 3.9 -3.0 0.2 0.241
H -0.98830 1.64687 1.33079 1.8 -0.6 -2.1 0.147
```
Forces are in eV/Å.


[4]
Formula: C22H18ClMnN3O9P3
Source: OMol25
Level of theory: wB97M-V/def2-TZVPD

Relative energy (zero: lowest compared OMol25 entry of this formula, charge and spin): 10.658 eV
Lowest unoccupied orbital energy (spin up / spin down): 0.1554 / 0.1553 Eh
Total charge: -2
Orbital gap (spin up / spin down): 6.075 / 6.122 eV
Maximum force: 8.0 eV/A
2S+1: 5

The geometry in XYZ format:
```
57
Properties=species:S:1:pos:R:3:forces:R:3:lowdin_charge:R:1
Mn -0.31700 -1.31257 0.97868 2.8 1.3 3.3 0.854
Cl -1.56613 -1.50763 -1.09890 -3.9 -2.8 -4.6 0.889
C -1.67409 -0.44834 -2.45585 0.5 0.8 -0.5 -0.562
C -2.42414 -0.59139 -3.61197 -0.1 0.0 -0.1 -0.083
C -2.35770 0.41306 -4.57432 0.2 0.1 0.3 -0.099
C -1.55738 1.54065 -4.37740 0.0 -0.1 0.0 -0.102
C -0.80535 1.68115 -3.21396 -0.4 -0.3 -0.3 -0.070
C -0.86850 0.67398 -2.25996 -0.4 0.4 -0.9 -0.373
P -0.07371 0.50975 -0.69472 2.6 1.7 1.8 0.952
C 1.73814 0.32766 -1.11404 -0.2 0.9 -1.4 -0.271
C 2.44979 -0.81791 -0.71933 0.1 0.0 -0.7 -0.072
C 3.77087 -0.98738 -1.09179 -0.1 0.0 -0.1 -0.064
C 4.41324 -0.01814 -1.85796 0.0 0.1 0.0 -0.107
C 3.72749 1.11808 -2.24763 0.1 0.0 0.1 -0.105
C 2.39533 1.29168 -1.87631 0.1 -0.4 0.0 -0.089
C -0.68942 1.96219 0.25979 0.3 0.5 -0.9 -0.300
C -2.05283 1.97320 0.56208 0.0 0.0 0.0 -0.093
C -2.61322 3.04141 1.24642 0.1 0.0 0.0 -0.100
C -1.81647 4.11033 1.63681 0.1 0.0 0.0 -0.106
C -0.46118 4.10735 1.34027 -0.1 -0.2 0.0 -0.074
C 0.10296 3.03613 0.65344 -0.6 0.6 -0.6 -0.111
H -3.04914 -1.46178 -3.76371 0.0 0.0 0.0 0.104
H -2.93732 0.32024 -5.48444 0.0 0.0 0.0 0.092
H -1.52367 2.31373 -5.13557 0.0 0.0 0.0 0.089
H -0.19579 2.56221 -3.06528 0.0 0.0 0.1 0.098
H 1.97324 -1.58599 -0.12720 0.1 -0.2 -0.1 0.090
H 4.30500 -1.87721 -0.78533 -0.1 0.0 0.0 0.106
H 5.44860 -0.15288 -2.14652 0.0 0.0 0.0 0.089
H 4.22643 1.87531 -2.84096 0.0 0.0 0.0 0.089
H 1.87993 2.19135 -2.18554 -0.1 0.0 0.0 0.087
H -2.68308 1.14293 0.26106 0.0 0.0 0.0 0.106
H -3.67163 3.04097 1.47582 0.0 0.0 0.0 0.093
H -2.25319 4.94541 2.17184 0.0 0.0 0.0 0.089
H 0.16135 4.94013 1.64252 0.1 0.0 0.0 0.102
H 1.15429 3.04949 0.42747 -0.1 0.1 -0.2 0.072
O -1.44735 0.06427 3.35748 0.1 -0.1 -0.8 -0.149
P 0.10390 -0.21298 3.78724 -0.6 -0.4 2.8 0.218
O 0.01984 -0.30431 5.27223 0.5 0.2 -0.3 -0.321
O 0.69097 -1.30860 2.96291 1.9 3.1 1.7 -0.366
O 0.80652 1.19795 3.36813 -0.1 0.2 -0.9 -0.236
P 1.78738 1.07411 2.08722 2.1 -0.6 1.5 0.289
O 2.95552 0.13753 2.71099 -0.5 -0.1 -0.8 -0.138
O 2.37824 2.37947 1.73721 0.0 -0.3 0.0 -0.275
O 1.11431 0.15363 1.04967 0.3 1.9 2.2 -0.563
H -1.82853 0.35736 4.19447 -0.2 -0.1 -0.1 0.063
H 2.48829 -0.72805 2.67127 0.5 -0.1 0.5 0.051
N -2.50175 -3.61265 1.81507 -2.2 -6.0 4.7 0.077
C -1.00953 -3.65069 1.50247 -6.6 4.0 -0.5 -0.594
O -0.48457 -2.76445 2.32267 3.3 -3.8 1.3 -0.142
C -0.43708 -4.53991 0.54208 1.0 -1.8 0.4 -0.229
C 0.95595 -4.57287 0.32162 -0.3 -0.2 0.0 -0.273
N 2.08966 -4.66057 0.08265 0.0 0.2 0.0 0.082
C -1.23578 -5.41790 -0.22263 0.2 0.1 0.1 -0.277
N -1.83092 -6.16333 -0.88203 0.0 0.0 0.0 0.069
H -2.68711 -2.63221 1.79300 -0.6 -0.1 0.3 0.039
H -2.55321 -3.72864 2.84098 -0.3 -1.1 0.0 0.065
O -1.53047 -2.47431 0.75779 0.9 2.4 -7.5 -0.609
```
Forces are in eV/Å.


[5]
Formula: C8H31BO9
Source: OMol25
Level of theory: wB97M-V/def2-TZVPD

Relative energy (zero: lowest compared OMol25 entry of this formula, charge and spin): 0.000 eV
Lowest unoccupied orbital energy (spin up / spin down): -0.0968 / -0.3049 Eh
Total charge: +1
Orbital gap (spin up / spin down): 10.146 / 4.481 eV
Maximum force: 4.5 eV/A
2S+1: 2

The geometry in XYZ format:
```
49
Properties=species:S:1:pos:R:3:forces:R:3:lowdin_charge:R:1
O -0.79318 0.05681 -0.07296 -0.7 0.8 1.5 0.251
H -1.08497 -0.75221 0.35358 -0.6 -1.4 0.4 0.101
H -1.00671 0.07381 -1.00875 -0.7 -0.3 -1.8 0.025
H 0.15112 0.19646 0.02902 1.6 0.2 0.2 0.070
B -1.76717 0.04028 -2.68693 -0.6 0.0 -0.4 -0.310
H -1.92490 -0.00748 -3.75327 -0.7 -0.2 -3.9 0.008
H -2.40946 0.79629 -2.26250 -2.3 2.7 1.7 0.004
H -2.04841 -0.91030 -2.26088 -0.8 -3.5 1.6 0.013
H -0.70837 0.18243 -2.53530 4.4 0.7 0.9 -0.011
C -2.81237 -2.27238 3.58904 0.8 0.8 1.2 -0.241
C -1.69440 -1.81951 2.62961 -1.4 -0.6 1.3 -0.237
O -2.01688 -2.16174 1.30057 0.4 1.1 -0.4 -0.057
O -4.08975 -1.66614 3.49967 0.0 -0.4 -1.2 -0.039
H -2.42359 -1.96492 4.55982 0.3 -0.6 0.4 0.120
H -2.88397 -3.35959 3.55813 -0.4 -0.1 0.0 0.125
H -0.77216 -2.32831 2.91012 0.1 0.0 0.3 0.112
H -1.59134 -0.76453 2.88359 0.2 0.3 -1.2 0.111
H -2.39839 -3.04024 1.36606 -0.1 -0.1 -0.5 0.108
H -4.20018 -0.93940 4.11712 0.3 -0.1 0.0 0.090
C 3.21799 -1.97449 1.09370 0.5 0.1 -1.4 -0.206
C 1.79133 -2.41410 1.29981 0.6 -0.3 0.5 -0.234
O 1.06904 -2.16500 0.10314 -0.4 0.2 0.2 -0.064
O 3.79465 -2.54445 -0.11344 0.0 0.0 1.2 -0.060
H 3.88835 -2.18690 1.92653 -0.1 -0.2 -0.1 0.132
H 3.17872 -0.89416 0.95430 0.1 0.3 0.1 0.090
H 1.40067 -1.82347 2.12844 -0.4 0.2 -0.2 0.110
H 1.73461 -3.44945 1.63586 -0.1 -0.2 -0.3 0.130
H 1.11482 -2.94021 -0.46127 -0.1 -0.1 0.0 0.105
H 3.24388 -2.30312 -0.86178 -0.1 0.1 0.0 0.066
C 0.01490 2.86749 -2.90035 -2.2 1.1 0.5 -0.141
C 0.25533 2.51242 -4.41110 0.9 -1.7 -0.8 -0.093
O 0.04269 1.13967 -4.67618 2.5 2.1 -0.3 0.176
O -1.38665 2.90862 -2.65172 2.6 1.8 -0.7 0.019
H 0.46753 3.85839 -2.86357 -0.6 0.5 -0.1 0.138
H 0.56252 2.33782 -2.12082 0.0 -1.0 -0.6 0.115
H 1.25709 2.80914 -4.72180 0.1 -0.4 -0.1 0.138
H -0.44429 3.02501 -5.07133 -0.6 0.6 0.5 0.170
H -0.61459 0.81990 -4.05384 -2.2 -1.3 0.8 0.007
H -1.72334 2.01300 -2.57350 -0.5 -1.3 0.6 0.000
C 0.92846 2.29501 1.72712 -0.6 0.3 1.2 -0.197
C 2.02310 1.90835 0.73632 -0.3 1.2 1.2 -0.211
O 1.56342 1.08154 -0.29290 -0.2 -0.4 -0.6 -0.080
O 0.25872 1.18391 2.34872 0.8 -0.6 -0.8 -0.074
H 0.15764 2.96453 1.34545 0.1 -0.1 -0.8 0.125
H 1.37724 2.90439 2.51157 0.5 0.0 0.0 0.126
H 2.89623 1.46454 1.21462 -0.2 -0.2 0.4 0.125
H 2.36774 2.83769 0.28283 0.0 0.3 0.2 0.129
H 2.35879 0.94622 -0.81315 -0.2 -0.7 -0.5 0.121
H -0.32150 1.45834 3.06261 0.1 0.4 -0.1 0.093
```
Forces are in eV/Å.


[6]
Formula: CH3NS2
Source: OMol25
Level of theory: wB97M-V/def2-TZVPD

Relative energy (zero: lowest compared OMol25 entry of this formula, charge and spin): 0.826 eV
Lowest unoccupied orbital energy: 0.0139 Eh
Orbital gap: 9.072 eV
Maximum force: 1.1 eV/A

The geometry in XYZ format:
```
7
Properties=species:S:1:pos:R:3:forces:R:3:lowdin_charge:R:1
S -2.02854 -1.00899 -0.14546 0.8 0.7 0.3 0.590
C -0.98577 0.25150 -0.07475 -0.1 0.6 -0.6 -0.824
N 0.38044 0.31073 -0.12253 -0.7 -0.2 0.0 -0.524
S 1.39777 -1.01057 -0.21863 0.6 -0.7 0.4 0.737
H -1.28479 1.31490 -0.08891 -0.6 -0.5 0.1 0.067
H 0.75603 1.18536 -0.44414 0.1 0.2 0.2 0.075
H 1.76485 -1.04293 1.09442 -0.1 0.0 -0.5 -0.121
```
Forces are in eV/Å.